No. 1
A molecular structure, C37H58GeN3O6RuS2Se2Si at a distorted geometry, computed with wB97M-V/def2-TZVPD.

XYZ file:
```
111
Properties=species:S:1:pos:R:3:forces:R:3
Ru -0.06206 -0.69440 0.22570 0.0 -4.1 0.6
C -0.14439 0.23599 2.22546 0.3 1.3 -0.7
Si -0.07588 2.09628 2.24728 0.2 0.3 0.2
C 0.99732 2.98999 0.90288 -0.3 -0.2 0.3
N 0.73871 2.55888 -0.45818 0.2 0.2 0.0
C -0.52625 3.02106 -1.01822 -0.4 -0.3 -0.3
C -0.37100 3.82118 -2.31509 0.1 0.2 0.3
C 0.70187 4.89225 -2.14691 0.0 0.0 -0.1
C 2.04499 4.24843 -1.77505 -0.1 -0.2 0.2
C 1.84545 2.77627 -1.36437 0.3 0.3 -0.1
C 0.65523 2.69923 3.92212 -0.2 -0.1 -0.3
C 1.98798 2.48341 4.26092 0.1 0.0 -0.2
C 2.49498 2.87208 5.48828 0.2 0.0 0.1
C 1.67576 3.48359 6.42277 0.0 0.0 0.1
C 0.34305 3.68615 6.11537 -0.1 0.1 0.3
C -0.15283 3.29763 4.88547 -0.2 0.0 -0.1
C -1.79750 2.93371 2.31596 0.4 -0.4 -0.2
C -1.94310 4.29880 2.09227 0.2 0.0 0.0
C -3.17161 4.92524 2.18783 -0.1 0.3 0.0
C -4.29533 4.19052 2.52142 -0.1 0.1 0.0
C -4.16896 2.83576 2.77323 -0.2 0.0 0.1
C -2.93527 2.21903 2.67165 0.0 0.0 0.1
H -1.01013 -0.14098 2.77414 -0.1 -0.1 -0.4
H 0.74960 -0.22602 2.64836 0.0 0.1 -0.2
H 2.02927 2.71599 1.12877 0.0 0.0 0.2
H 0.93659 4.09155 1.00403 -0.1 0.0 0.2
H -1.04271 3.64187 -0.28160 0.0 0.0 0.0
H -1.16539 2.15176 -1.22157 -0.1 0.2 0.1
H -1.32860 4.28516 -2.56066 -0.1 -0.1 0.0
H -0.10595 3.15559 -3.13558 0.0 -0.1 -0.1
H 0.38531 5.57447 -1.35339 0.0 0.1 0.0
H 0.80141 5.48145 -3.06276 0.0 0.1 0.0
H 2.50485 4.79671 -0.94996 0.1 0.0 0.0
H 2.74111 4.28282 -2.61673 0.1 0.0 0.0
H 2.75317 2.40120 -0.89264 -0.1 -0.1 -0.1
H 1.66357 2.16092 -2.24857 0.2 0.0 0.0
H 2.63559 1.99328 3.54960 0.2 -0.1 -0.1
H 3.53670 2.69920 5.72397 0.1 0.0 0.0
H 2.06911 3.78654 7.38537 0.0 0.0 0.0
H -0.31373 4.15238 6.83983 0.0 0.0 0.0
H -1.19680 3.46240 4.66121 -0.1 0.1 0.1
H -1.06953 4.88909 1.85156 0.1 0.1 -0.1
H -3.25452 5.99016 2.00238 0.0 0.0 0.0
H -5.26085 4.67458 2.59253 -0.1 0.0 0.0
H -5.03741 2.25561 3.04925 -0.1 -0.1 0.0
H -2.85566 1.16387 2.87881 0.0 -0.2 -0.1
O -3.03726 -3.00288 2.91330 0.2 -0.5 0.2
C -3.51308 -1.91786 2.17423 0.1 0.4 -0.2
C -4.04425 -2.27027 0.75931 -0.2 0.0 0.1
C -5.55794 -2.56792 0.89035 0.2 0.1 0.4
O -6.20968 -2.86069 -0.32901 -0.1 0.0 -0.4
C -3.38482 -3.53883 0.21350 0.8 -0.1 0.0
Se -1.53801 -3.38488 -0.55368 -1.3 0.8 -0.4
C -3.88534 -1.10941 -0.22885 0.7 0.3 -0.2
Se -2.34867 0.19023 -0.04537 -1.2 0.1 -0.1
H -2.10569 -3.10665 2.60803 -0.3 -0.1 0.3
H -2.70923 -1.18655 2.05369 -0.2 0.0 0.0
H -4.31835 -1.44581 2.75140 0.0 0.0 0.0
H -6.05556 -1.70785 1.36988 0.2 -0.1 0.0
H -5.70332 -3.44411 1.52521 0.0 0.0 0.1
H -5.94662 -2.17608 -0.95632 0.0 -0.1 0.0
H -4.01066 -3.93794 -0.59293 0.2 0.1 -0.1
H -3.31691 -4.28200 1.00728 -0.1 0.1 0.0
H -4.73987 -0.42520 -0.18054 0.1 0.0 0.0
H -3.80154 -1.51601 -1.24010 -0.1 0.1 0.0
C -1.86361 -2.89111 -6.54184 0.0 -0.1 0.2
C -1.78272 -2.64013 -5.03973 0.0 0.3 -0.4
C -1.65797 -1.15650 -4.71107 0.2 -0.2 0.3
C -1.60579 -0.91705 -3.20905 0.1 0.1 0.6
Ge 0.20474 -0.87196 -2.21533 -0.5 0.3 -2.0
C 1.36000 -2.36639 -2.92625 -0.3 0.1 0.7
C 1.84962 -2.14478 -4.34442 -0.1 -0.1 0.3
C 2.71926 -3.29098 -4.85620 -0.1 0.3 -0.3
C 3.15308 -3.06253 -6.29955 0.0 -0.1 0.1
H -1.96939 -3.95402 -6.75496 0.0 -0.1 -0.1
H -0.96600 -2.52608 -7.03919 0.1 0.0 -0.1
H -2.72260 -2.37174 -6.96713 -0.1 0.1 -0.1
H -0.93315 -3.17236 -4.61361 0.1 -0.1 0.1
H -2.68245 -3.03216 -4.55946 0.0 0.0 0.1
H -2.52123 -0.63076 -5.13911 0.0 0.0 -0.1
H -0.76177 -0.74078 -5.17517 0.0 0.1 -0.3
H -2.21872 -1.67405 -2.71570 0.0 0.1 0.1
H -2.06707 0.04627 -2.98218 0.1 0.0 0.2
H 0.82179 0.30236 -3.09076 0.0 0.1 0.5
H 0.80502 -3.30236 -2.83747 -0.1 -0.1 0.0
H 2.20917 -2.44267 -2.24974 0.0 0.0 0.1
H 2.42014 -1.21408 -4.37134 0.1 0.1 -0.1
H 0.99886 -2.02172 -5.01521 0.0 0.1 -0.2
H 2.15898 -4.22633 -4.78855 0.0 -0.1 0.1
H 3.60407 -3.38653 -4.22752 0.0 -0.1 0.1
H 2.28158 -2.96677 -6.94452 -0.1 0.0 -0.1
H 3.76423 -3.88627 -6.66905 0.1 0.0 -0.1
H 3.73253 -2.14363 -6.37864 0.1 0.1 -0.1
C 5.34636 -3.09729 -2.01099 0.0 0.0 0.1
C 4.91635 -2.44551 -0.72985 0.5 -0.2 0.2
C 5.60355 -2.63957 0.46552 -0.1 0.0 0.0
C 5.13502 -1.92286 1.55904 0.5 -0.2 -0.2
N 4.11684 -1.09972 1.48698 -0.2 0.1 0.3
C 3.47292 -1.04010 0.31731 0.2 -0.3 0.0
S 2.20299 0.09918 0.19515 -0.5 1.5 0.1
N 3.85924 -1.66115 -0.79788 0.0 -0.1 -0.2
H 6.38824 -3.41550 -1.96223 0.0 0.0 -0.1
H 5.20235 -2.39886 -2.83342 0.0 0.0 0.0
H 4.71572 -3.96629 -2.19578 0.0 -0.1 -0.1
H 6.46837 -3.28865 0.52708 0.0 0.0 0.0
H 5.62151 -1.99498 2.52747 0.1 0.0 0.0
O 0.74192 -4.50384 1.60706 0.0 -0.1 -0.2
S 0.68764 -3.07541 1.38320 1.2 -1.7 2.2
O 1.55991 -2.31145 2.24972 0.1 0.0 0.2
O 0.98530 -2.77068 -0.05126 -0.2 1.4 -0.7
O -0.74327 -2.60132 1.62450 -0.3 0.7 -0.3
```
Forces are in eV/Å.

Output
Charge: -2
HOMO energy (spin up / spin down), eV: -1.70 / -1.51
Spin multiplicity: 2


No. 2
2 unconnected molecules or ions with the total composition C37H59FO7 at a distorted geometry, computed with wB97M-V/def2-TZVPD.

XYZ file:
```
104
Properties=species:S:1:pos:R:3:forces:R:3
C 1.43376 2.12919 6.01577 -0.2 0.4 -0.4
C 2.12717 1.78600 4.69662 -0.9 -0.4 0.2
O 3.53848 1.62333 4.86443 0.1 0.1 -0.1
C 4.12465 1.08451 3.76938 -0.4 0.3 -0.7
C 4.82777 -0.03575 3.80324 0.0 -0.4 0.0
C 5.46796 -0.53621 2.54640 0.3 0.0 0.2
O 6.50898 -1.15919 2.56869 -0.6 0.2 -0.1
C 4.72074 -0.18774 1.27204 0.5 0.3 1.4
C 4.73991 -0.99051 0.17826 0.5 -0.5 0.1
F 5.47645 -2.11046 0.23168 0.0 -0.2 0.0
C 4.03463 -0.71335 -0.97033 0.1 -1.0 -0.6
C 4.18424 -1.72143 -2.10200 -0.2 0.5 -0.1
C 2.92059 -2.51695 -2.47269 1.1 0.0 -1.1
C 3.27732 -3.38878 -3.69818 -0.7 -0.3 0.4
O 3.62632 -2.61302 -4.82837 0.3 0.0 -0.1
C 2.51116 -2.01832 -5.46366 -0.5 0.3 0.5
C 3.26482 0.44006 -1.01126 -0.4 -0.3 -0.8
C 2.43220 0.75890 -2.24924 -0.2 0.8 0.6
C 0.89932 0.83630 -1.93299 0.6 -0.8 -0.9
C 0.11127 -0.46507 -2.18086 -0.2 0.6 1.5
C -1.25076 -0.34798 -1.45210 -0.2 0.0 -1.1
C -2.30140 0.44112 -2.25618 -0.4 0.2 0.2
C -3.31880 1.15515 -1.34415 0.6 -0.3 0.1
C -4.01126 0.25057 -0.31478 -0.7 0.4 0.1
C -5.34583 -0.34763 -0.79016 0.9 -0.1 0.7
O -6.21230 0.68508 -1.21233 0.1 -0.2 0.1
C -7.31245 0.89459 -0.34496 -0.4 0.2 -0.5
C 3.26074 1.31073 0.08017 -1.0 0.9 0.2
C 2.49995 2.63246 0.09376 1.1 0.6 -0.8
C 3.52278 3.79948 -0.21118 -0.6 -0.8 0.1
C 3.42056 4.33897 -1.63682 0.1 0.9 0.3
C 2.19032 5.22829 -1.87868 1.3 -0.9 -0.6
O 2.47193 6.51922 -1.31735 -1.1 0.0 0.5
C 1.27968 7.08139 -0.87192 -0.5 1.0 -0.5
C 0.92280 6.78586 0.57991 0.5 -0.4 -0.5
O 0.59254 7.76421 -1.59604 0.9 -0.8 0.8
C 3.97714 0.99060 1.21699 0.3 -0.1 0.5
C 3.98988 1.83921 2.45149 -0.2 0.3 0.6
O 3.87671 3.04812 2.49051 0.0 -0.5 -0.2
H 0.99361 1.25012 6.48713 0.4 0.1 0.2
H 0.59921 2.79792 5.77596 0.0 -0.1 0.1
H 2.07616 2.69265 6.69451 0.1 -0.3 0.0
H 1.72762 0.82690 4.33412 0.0 0.1 0.0
H 1.85929 2.53966 3.94947 0.5 0.1 0.0
H 4.90967 -0.56498 4.74835 0.4 -0.1 -0.2
H 4.99233 -2.41963 -1.87962 -0.1 0.1 0.1
H 4.50538 -1.16405 -2.99024 -0.1 -0.2 0.0
H 2.55965 -3.16677 -1.67245 -0.1 0.3 0.1
H 2.17734 -1.81028 -2.82799 -0.4 -0.2 0.4
H 2.42590 -4.02924 -3.97678 0.0 0.0 0.2
H 4.09295 -4.06825 -3.43132 0.2 0.3 -0.3
H 1.60467 -2.19463 -4.86815 0.0 -0.1 -0.3
H 2.62405 -0.92691 -5.49907 0.2 -0.2 -0.1
H 2.34300 -2.39532 -6.47652 0.2 -0.1 0.1
H 2.74059 1.76426 -2.55219 0.0 -0.2 -0.2
H 2.67749 0.10126 -3.08154 -0.1 0.0 0.1
H 0.80881 1.03496 -0.86697 -0.2 0.2 -0.2
H 0.48584 1.65602 -2.53045 -0.2 0.0 0.3
H 0.64924 -1.24900 -1.64002 0.0 -0.2 -0.4
H -0.01244 -0.70608 -3.23990 0.1 -0.1 0.1
H -1.09776 0.14555 -0.48616 0.0 -0.2 0.0
H -1.64915 -1.35421 -1.28201 0.1 0.1 0.2
H -2.81714 -0.23499 -2.95043 0.1 0.0 0.1
H -1.84838 1.21799 -2.88604 0.2 -0.2 0.1
H -4.05928 1.69263 -1.94271 0.0 -0.1 0.1
H -2.75602 1.91062 -0.77904 -0.1 0.0 -0.1
H -3.38914 -0.56437 0.07083 0.1 0.1 -0.2
H -4.24898 0.88138 0.55378 0.0 -0.2 0.0
H -5.13925 -1.10855 -1.55511 -0.4 0.3 -0.3
H -5.76492 -0.88557 0.07192 -0.1 0.0 -0.2
H -7.10408 0.64438 0.70087 0.1 -0.1 -0.1
H -7.58667 1.95263 -0.38671 0.1 -0.1 0.0
H -8.16534 0.31229 -0.71993 0.0 0.0 0.3
H 2.03572 2.78772 1.06723 -0.1 0.0 -0.1
H 1.74021 2.69921 -0.68278 0.0 -0.2 0.2
H 3.34529 4.57833 0.53289 0.2 0.2 -0.3
H 4.53024 3.40917 -0.05377 0.0 0.2 0.1
H 4.28551 4.99885 -1.78590 -0.1 -0.1 -0.2
H 3.48781 3.57839 -2.41874 -0.1 -0.1 0.2
H 2.08400 5.32214 -2.96520 -0.4 0.2 0.2
H 1.30112 4.74990 -1.44828 -0.1 0.3 0.0
H 1.08991 7.66930 1.19798 -0.2 0.0 -0.2
H -0.12139 6.47261 0.59800 0.0 0.2 0.2
H 1.56902 5.99340 0.96478 -0.2 0.0 0.0
C -6.18900 -4.74075 0.15713 -0.1 0.0 0.1
C -5.77631 -3.85346 1.32738 0.1 0.0 -0.2
C -4.28371 -3.52138 1.33656 0.0 0.1 0.1
C -3.35058 -4.72386 1.48645 0.0 -0.1 -0.1
C -3.57815 -5.56662 2.74008 0.1 0.1 0.0
C -3.34405 -4.79756 4.03664 -0.1 -0.1 0.0
H -5.69192 -5.71130 0.19040 0.0 0.0 0.0
H -7.26471 -4.92256 0.17841 0.0 0.0 -0.1
H -5.94888 -4.26378 -0.79583 0.0 0.0 0.0
H -6.06844 -4.32791 2.26808 0.0 0.0 0.0
H -6.33902 -2.91723 1.27055 0.0 0.0 0.1
H -4.08856 -2.80568 2.14120 0.0 0.0 0.0
H -4.03087 -3.00115 0.40584 0.0 0.0 0.0
H -2.31732 -4.36113 1.48563 0.0 0.0 0.0
H -3.44051 -5.36746 0.60659 0.0 0.0 0.0
H -2.89514 -6.41977 2.71155 0.0 0.0 0.0
H -4.58804 -5.98614 2.73969 0.0 0.0 0.0
H -2.32501 -4.40665 4.07784 0.0 0.0 0.0
H -3.48419 -5.45234 4.89819 0.0 0.0 0.0
H -4.03723 -3.96160 4.14278 0.0 0.0 0.0
```
Forces are in eV/Å.

Output
SMILES: CCOC1=CC(=O)c2c(F)c(CCCOC)c(CCCCCCCCOC)c(CCCCOC(C)=O)c2C1=O.CCCCCC
HOMO energy, eV: -9.36
Spin multiplicity: 1